C32H39BrCl3Cs2F4ILiNO13S | ωB97M-V/def2-TZVPD

```
98
Properties=species:S:1:pos:R:3:lowdin_charge:R:1
C -3.909 -2.593 0.502 0.1159
C -3.148 -1.730 0.859 -0.1215
C -2.156 -0.638 1.148 -0.1775
C -2.757 0.627 1.695 -0.1490
C -3.840 0.693 2.566 0.0361
C -4.354 1.954 3.009 -0.2137
N -5.492 1.906 3.921 0.0606
C -6.483 1.471 3.353 -0.8167
S -7.773 1.170 2.482 0.7234
C -3.805 3.177 2.599 -0.1844
C -4.294 4.544 2.978 -0.5809
I -6.472 4.787 2.829 0.7210
C -3.657 5.011 4.374 -0.2512
C -3.302 6.586 4.356 -0.2893
C -2.669 3.104 1.748 -0.0321
C -2.156 1.840 1.310 -0.0324
C -0.992 1.782 0.401 -0.3576
O -0.121 0.888 0.449 -0.0625
C -0.974 2.895 -0.544 -0.1610
C -0.460 2.700 -1.965 -0.3129
F 0.052 1.428 -2.074 -0.0218
C -1.536 2.831 -3.079 -0.1785
C -2.992 2.669 -2.561 -0.0938
C -1.454 4.123 -0.099 -0.4970
Br -1.473 5.731 -1.183 0.7008
C -1.959 4.302 1.271 -0.4613
O -1.771 5.332 1.950 -0.0725
H -4.546 -3.186 -0.131 0.0381
H -1.329 -0.993 1.782 0.1205
H -1.736 -0.358 0.167 0.0961
H -4.328 -0.221 2.902 0.1209
H -3.868 5.233 2.239 0.0630
H -4.252 4.686 5.263 0.1098
H -2.688 4.504 4.403 0.1125
H -3.501 7.047 3.338 0.0473
H -3.920 7.125 5.133 -0.0582
H -2.238 6.754 4.532 0.0788
H 0.373 3.405 -2.126 0.1302
H -1.335 2.058 -3.826 0.1139
H -1.459 3.839 -3.502 0.0771
H -3.060 1.845 -1.841 0.0765
H -3.289 3.610 -2.085 0.0440
H -3.669 2.464 -3.396 0.0715
O 0.945 8.120 -2.682 0.2165
H 1.831 8.289 -2.276 0.1562
H 0.326 8.874 -2.524 0.1563
H 0.551 7.257 -2.346 0.0702
C 2.202 -1.726 1.595 -0.0422
C 1.909 -3.163 1.198 -0.2249
O 2.510 -4.093 2.092 0.0545
C 1.858 -4.281 3.242 -0.3784
O 0.841 -3.742 3.553 0.1825
C 2.583 -5.327 4.094 -0.5504
F 3.900 -5.095 4.148 0.1622
F 2.412 -6.552 3.591 0.1802
F 2.130 -5.344 5.341 0.1833
H 3.277 -1.568 1.670 0.0977
H 1.795 -1.020 0.862 0.0632
H 1.772 -1.490 2.568 0.0883
H 2.332 -3.366 0.214 0.1384
H 0.825 -3.353 1.141 0.0942
C 5.564 -0.413 -5.225 -0.1579
O 4.232 -0.820 -4.932 0.0029
C 3.845 -0.537 -3.704 -0.6492
O 4.507 0.029 -2.859 0.0154
O 2.616 -0.984 -3.541 0.0328
C 2.112 -0.768 -2.234 -0.0453
H 5.783 -0.690 -6.251 0.0946
H 5.666 0.671 -5.136 -0.0920
H 6.269 -0.932 -4.568 0.1002
H 2.082 0.286 -2.001 0.0866
H 2.718 -1.306 -1.499 0.0920
H 1.100 -1.163 -2.215 0.0856
Cl 8.997 -5.884 1.626 0.5406
C 7.987 -5.953 3.091 -0.6692
C 7.663 -4.579 3.624 -0.6761
Cl 9.098 -3.760 4.291 0.5353
H 8.508 -6.555 3.832 0.0677
H 7.066 -6.466 2.817 0.0704
H 6.940 -4.660 4.434 0.0639
H 7.241 -3.942 2.850 0.0667
C 0.794 -4.557 -4.731 -0.8340
O 0.548 -4.155 -5.892 -0.0668
O 1.679 -3.709 -4.032 -0.0227
O 0.380 -5.555 -4.119 -0.0572
H 1.783 -3.080 -4.766 0.0691
Cs -6.029 7.127 4.185 1.0806
O -1.711 -4.820 -3.065 0.0584
C -2.773 -4.197 -2.900 -0.2668
C -4.079 -5.402 -2.694 -0.2838
O -5.138 -4.751 -2.542 -0.0231
H -3.131 -3.554 -3.720 0.1368
H -2.862 -3.552 -2.001 0.0868
H -3.715 -6.020 -1.853 0.1214
H -3.968 -6.047 -3.580 0.1292
Li -0.254 -2.173 -0.062 0.7664
Cl 4.403 2.000 -6.262 -0.4777
Cs 4.892 3.053 -3.839 0.8383
```

Summary:
Gap between HOMO and LUMO ... 0.093 Eh
Total charge ... 0
E ... -200624.7201 eV
F_max ... 6.31 eV/A
Lowest unoccupied orbital energy ... -0.086 hartree
HOMO energy ... -4.880 eV

=====

C32H39LaN8S | ωB97M-V/def2-TZVPD

```
81
Properties=species:S:1:pos:R:3:lowdin_charge:R:1
La -0.361 0.315 -0.340 1.4125
C 2.572 -1.921 -0.543 -0.1306
N 1.305 -2.272 0.116 -0.1867
C 1.479 -2.532 1.539 -0.1428
C 1.846 -1.348 2.406 -0.2712
C 1.965 -1.537 3.780 -0.0247
C 2.365 -0.479 4.576 -0.0532
C 2.653 0.737 3.967 -0.0534
C 2.492 0.837 2.598 -0.1444
N 2.072 -0.171 1.829 0.0811
C 0.715 -3.459 -0.512 -0.1302
C -0.791 -3.453 -0.510 -0.2776
C -1.533 -4.529 -0.045 -0.0270
C -2.910 -4.518 -0.223 -0.0623
C -3.488 -3.445 -0.883 -0.0517
C -2.672 -2.395 -1.287 -0.1651
N -1.357 -2.382 -1.072 0.0513
C 2.355 -1.495 -1.976 -0.2873
C 3.273 -1.805 -2.966 -0.0231
C 3.037 -1.363 -4.262 -0.0539
C 1.882 -0.650 -4.528 -0.0464
C 1.004 -0.401 -3.483 -0.1488
N 1.244 -0.801 -2.233 0.0167
H 3.283 -2.760 -0.511 0.1326
H 3.003 -1.083 0.002 0.1102
H 2.250 -3.306 1.699 0.1386
H 0.539 -2.951 1.913 0.1240
H 1.755 -2.506 4.218 0.1208
H 2.461 -0.599 5.647 0.1115
H 2.994 1.587 4.542 0.1099
H 2.691 1.768 2.078 0.1064
H 1.091 -4.383 -0.053 0.1275
H 1.018 -3.468 -1.560 0.1329
H -1.041 -5.368 0.431 0.1102
H -3.519 -5.337 0.139 0.1078
H -4.551 -3.422 -1.081 0.1074
H -3.062 -1.503 -1.776 0.0200
H 4.158 -2.385 -2.734 0.1112
H 3.745 -1.581 -5.052 0.1088
H 1.660 -0.287 -5.522 0.1137
H 0.072 0.140 -3.631 0.0171
C -3.743 0.070 1.611 -0.1894
C -3.781 1.199 0.580 -0.2566
N -2.592 2.045 0.629 -0.1487
C -2.499 2.923 1.789 -0.2005
C -1.132 2.794 2.476 -0.2027
N -0.715 1.397 2.581 -0.0930
C -1.465 0.593 3.541 -0.1955
C -1.869 -0.770 2.963 -0.2073
N -2.452 -0.638 1.630 -0.1028
H -4.562 -0.617 1.382 0.1195
H -3.945 0.468 2.609 0.1004
H -4.706 1.774 0.737 0.1201
H -3.797 0.776 -0.426 0.0199
H -2.550 2.556 -0.249 0.0470
H -3.288 2.669 2.502 0.1047
H -2.647 3.973 1.522 0.1210
H -1.181 3.292 3.455 0.1173
H -0.381 3.309 1.873 0.1035
H 0.268 1.362 2.804 0.0570
H -2.365 1.135 3.833 0.1036
H -0.896 0.415 4.460 0.1176
H -2.555 -1.250 3.677 0.1207
H -0.981 -1.404 2.884 0.0927
H -2.572 -1.561 1.229 0.0799
S -2.044 0.814 -2.303 -0.2514
C 1.598 2.047 -0.442 -0.3105
C 1.476 2.703 -1.726 -0.3662
C 2.278 2.339 -2.826 -0.0771
C 2.128 2.926 -4.063 -0.0471
C 1.167 3.920 -4.264 -0.2526
C 0.374 4.316 -3.179 -0.0355
C 0.531 3.729 -1.949 -0.0735
C 1.015 4.539 -5.536 -0.2132
N 0.900 5.050 -6.562 0.1265
H 1.396 2.729 0.393 0.0170
H 2.564 1.555 -0.306 0.0257
H 3.041 1.579 -2.686 0.1053
H 2.760 2.623 -4.889 0.1137
H -0.372 5.087 -3.328 0.1166
H -0.099 4.043 -1.124 0.1018
```

Summary:
Gap between HOMO and LUMO ... 0.209 Eh
Total charge ... 0
E ... -57434.0539 eV
F_max ... 1.48 eV/A
Lowest unoccupied orbital energy ... -0.003 hartree
Energy above the lowest of the compared OMol25 structures with the same formula, charge and spin ... 0.0 kJ/mol
HOMO energy ... -5.756 eV

=====

C32H39MnN9O5S2 | ωB97M-V/def2-TZVPD

```
88
Properties=species:S:1:pos:R:3:lowdin_charge:R:1
Mn -0.235 1.747 -0.302 0.8672
N 0.114 3.180 1.513 -0.0191
C -0.340 4.534 1.186 -0.2399
C -1.496 4.470 0.200 -0.2417
N -1.075 3.755 -1.012 -0.0192
H -0.505 2.720 2.175 0.0757
H 1.044 3.173 1.913 0.0904
H 0.496 5.071 0.731 0.1164
H -0.652 5.102 2.067 0.1139
H -1.853 5.483 -0.010 0.1122
H -2.319 3.907 0.645 0.1162
H -0.364 4.284 -1.508 0.0910
H -1.850 3.581 -1.639 0.0779
C -2.280 -6.395 3.523 -0.0852
O -3.688 -6.413 3.378 -0.0829
C -4.232 -5.580 2.450 -0.2836
C -3.490 -4.770 1.594 -0.0093
C -4.134 -3.937 0.694 -0.0335
C -5.523 -3.895 0.631 -0.2840
C -6.251 -4.753 1.453 -0.0277
C -5.622 -5.575 2.366 -0.0045
N -6.302 -3.128 -0.298 0.0587
N -5.876 -2.120 -0.896 0.0576
C -4.892 -1.249 -0.365 -0.2514
C -4.617 -1.078 0.975 -0.0342
C -3.609 -0.227 1.423 0.0057
C -2.819 0.493 0.531 -0.3741
O -1.798 1.196 0.895 -0.2114
C -3.152 0.398 -0.871 -0.1522
N -2.384 1.122 -1.730 0.0785
C -2.638 1.041 -3.011 -0.1438
C -3.675 0.251 -3.548 -0.0545
C -4.447 -0.490 -2.700 0.0000
C -4.194 -0.444 -1.307 -0.0968
H -2.051 -7.088 4.328 0.0907
H -1.920 -5.398 3.788 0.0966
H -1.782 -6.729 2.608 0.0931
H -2.410 -4.778 1.622 0.0988
H -3.536 -3.325 0.031 0.1099
H -7.330 -4.748 1.366 0.1107
H -6.187 -6.223 3.023 0.1175
H -5.195 -1.633 1.703 0.1196
H -3.393 -0.134 2.480 0.1166
H -1.999 1.619 -3.674 0.1063
H -3.839 0.232 -4.617 0.0995
H -5.249 -1.117 -3.063 0.1081
C 6.082 1.221 -2.027 -0.0050
N 5.001 1.459 -1.083 -0.0790
N 3.933 2.241 -1.513 0.0531
C 2.778 1.801 -0.893 -0.3741
O 1.696 2.416 -0.996 -0.0650
C 3.135 0.639 -0.147 0.0665
C 4.470 0.453 -0.316 -0.2416
C 5.330 -0.660 0.164 -0.0072
C 4.152 3.568 -1.962 -0.1936
C 3.257 4.125 -2.867 -0.0107
C 3.450 5.429 -3.295 -0.0745
C 4.534 6.168 -2.841 -0.0888
C 5.424 5.600 -1.941 -0.0771
C 5.233 4.302 -1.490 -0.0245
H 6.259 2.127 -2.600 0.0842
H 5.845 0.404 -2.715 0.1003
H 6.986 0.981 -1.473 0.0949
H 2.464 0.050 0.459 0.0365
H 4.763 -1.273 0.861 0.0444
H 6.231 -0.281 0.648 0.0909
H 5.635 -1.298 -0.669 0.0918
H 2.425 3.535 -3.223 0.1168
H 2.754 5.866 -3.999 0.1050
H 4.687 7.180 -3.190 0.1030
H 6.265 6.172 -1.573 0.1057
H 5.904 3.864 -0.764 0.1170
N 0.569 -2.165 -2.102 0.1773
C 0.083 -1.269 -1.196 -0.6365
N -0.626 -1.752 -0.161 0.1732
O 0.251 -0.050 -1.393 -0.0671
H 0.764 -3.100 -1.789 0.0961
H 1.209 -1.774 -2.770 0.1051
H -0.459 -2.716 0.081 0.0811
H -0.620 -1.145 0.662 -0.0024
C 3.069 -2.810 4.180 -0.1382
O 2.161 -1.754 3.883 -0.2632
C 1.713 -1.579 2.627 -1.3171
S 2.244 -2.604 1.387 0.5382
S 0.613 -0.297 2.489 0.5849
H 3.355 -2.652 5.217 0.0871
H 3.940 -2.777 3.527 0.0560
H 2.584 -3.779 4.061 0.0766
```

Summary:
Gap between HOMO and LUMO (spin up / spin down) ... 0.243 / 0.244 Eh
Total charge ... 0
2S+1 ... 6
E ... -110458.2079 eV
F_max ... 1.46 eV/A
Lowest unoccupied orbital energy (spin up / spin down) ... 0.006 / 0.006 hartree
Energy above the lowest of the compared OMol25 structures with the same formula, charge and spin ... 14.2 kJ/mol
HOMO energy (spin up / spin down) ... -6.452 / -6.487 eV

=====

C32H39N12O3S2Tl | ωB97M-V/def2-TZVPD

```
89
Properties=species:S:1:pos:R:3:lowdin_charge:R:1
Tl 0.204 0.482 -0.505 1.0674
C -1.191 3.649 0.620 -0.1320
N -1.483 2.831 -0.539 -0.0826
C -1.577 3.548 -1.804 -0.1094
C -0.817 2.864 -2.895 -0.3132
N -0.526 1.594 -2.934 0.1123
C 0.066 1.378 -4.177 -0.2262
C 0.461 0.204 -4.816 -0.0339
C 0.993 0.309 -6.086 -0.0680
C 1.150 1.547 -6.721 -0.0664
C 0.733 2.719 -6.121 -0.0041
C 0.172 2.605 -4.855 -0.1840
N -0.391 3.533 -3.999 0.1750
C -0.807 2.799 1.787 -0.3276
N -1.029 1.513 1.896 0.1085
C -0.559 1.160 3.160 -0.2212
C -0.599 -0.052 3.844 -0.0147
C -0.016 -0.106 5.095 -0.0623
C 0.566 1.023 5.686 -0.0683
C 0.560 2.250 5.050 -0.0073
C -0.010 2.292 3.785 -0.1890
N -0.199 3.322 2.882 0.1802
H -2.037 4.284 0.920 0.1452
H -0.359 4.314 0.379 0.1352
H -2.310 2.269 -0.396 0.0831
H -1.199 4.567 -1.701 0.1301
H -2.621 3.640 -2.123 0.1440
H 0.303 -0.753 -4.342 0.0940
H 1.290 -0.591 -6.609 0.1124
H 1.579 1.583 -7.714 0.1132
H 0.825 3.678 -6.614 0.1183
H -0.510 4.514 -4.187 0.1720
H -1.092 -0.916 3.425 0.1056
H -0.029 -1.038 5.646 0.1123
H 1.005 0.935 6.671 0.1122
H 0.961 3.137 5.523 0.1176
H 0.065 4.284 3.011 0.1743
N 2.373 1.326 -1.825 -0.0219
C 3.099 0.278 -2.549 -0.2187
C 3.118 -1.032 -1.767 -0.2276
N 1.756 -1.449 -1.466 -0.0061
H 2.126 2.090 -2.443 0.0817
H 2.918 1.685 -1.052 0.0257
H 4.129 0.564 -2.779 0.1282
H 2.584 0.115 -3.491 0.0964
H 3.653 -0.898 -0.824 0.0923
H 3.671 -1.771 -2.356 0.1298
H 1.724 -2.260 -0.860 0.0888
H 1.209 -1.647 -2.297 0.0636
O -2.470 -3.317 1.207 0.0822
C -1.635 -3.941 2.051 -0.2423
C -2.069 -5.097 2.692 0.0091
C -1.232 -5.757 3.566 -0.0348
C 0.056 -5.281 3.832 -0.0621
C 0.498 -4.140 3.209 -0.0141
C -0.331 -3.457 2.300 -0.0844
C 0.117 -2.267 1.595 -0.3931
O -0.636 -1.643 0.813 -0.0766
N 1.388 -1.851 1.910 0.1068
N 1.836 -0.730 1.482 -0.1123
C 3.014 -0.288 1.764 -0.8964
S 3.389 1.409 1.674 0.9618
C 4.975 1.252 2.557 -0.4717
C 5.593 -0.071 2.164 -0.4831
S 4.302 -1.345 2.308 1.0018
H -1.992 -2.545 0.844 0.0503
H -3.066 -5.464 2.486 0.1274
H -1.584 -6.654 4.057 0.1196
H 0.698 -5.814 4.519 0.1121
H 1.487 -3.752 3.397 0.1083
H 4.770 1.302 3.625 0.0902
H 5.596 2.097 2.265 0.0928
H 6.404 -0.353 2.835 0.0941
H 5.962 -0.061 1.139 0.0858
C -5.661 -1.336 -1.072 0.0040
N -4.258 -1.047 -1.302 -0.0747
C -3.474 -1.697 -2.338 0.0007
C -2.069 -1.182 -2.026 -0.4715
O -1.032 -1.497 -2.568 0.0329
N -2.173 -0.305 -0.984 0.0780
C -3.431 -0.321 -0.547 -0.3967
N -3.796 0.375 0.544 0.2273
H -6.167 -1.421 -2.031 0.1025
H -6.128 -0.526 -0.515 0.0912
H -5.788 -2.272 -0.525 0.1043
H -3.786 -1.398 -3.341 0.1497
H -3.535 -2.784 -2.267 0.1508
H -3.033 0.646 1.149 0.0790
H -4.669 0.165 1.000 0.1161
```

Summary:
Gap between HOMO and LUMO (spin up / spin down) ... 0.195 / 0.220 Eh
Total charge ... +2
E ... -84193.7780 eV
F_max ... 2.72 eV/A
Lowest unoccupied orbital energy (spin up / spin down) ... -0.261 / -0.251 hartree
HOMO energy (spin up / spin down) ... -12.401 / -12.803 eV